ORCA calculation (wB97M-V/def2-TZVPD) on C26H31N6O5RuS as an isolated structure at a distorted geometry.

Each line ends with the Löwdin charge.
Positions of all 70 atoms, in Å:
Ru 0.442476 0.097264 -0.236782  1.1615
C -1.597008 -1.195742 1.727461  -0.0676
N -0.274539 -1.528484 1.141200  -0.0981
C 0.774034 -1.866347 2.141231  -0.0619
C 1.999453 -1.030802 1.903434  -0.2831
N 1.967339 0.046731 1.143246  0.0161
C 3.249812 0.587670 1.159879  -0.2275
C 3.762358 1.728615 0.550602  -0.0267
C 5.099594 2.004486 0.755226  -0.0580
C 5.905464 1.175749 1.553111  -0.0492
C 5.398943 0.053816 2.178980  0.0136
C 4.054190 -0.218264 1.962596  -0.1748
N 3.220937 -1.233089 2.423412  0.2078
C -1.758151 0.290962 1.680316  -0.2808
N -0.906952 1.026821 0.996891  0.0112
C -1.292023 2.355580 1.167787  -0.2059
C -0.724348 3.540845 0.707432  -0.0113
C -1.340931 4.717811 1.075652  -0.0537
C -2.492320 4.725330 1.881253  -0.0516
C -3.056746 3.557833 2.349854  0.0082
C -2.428487 2.375290 1.975392  -0.1666
N -2.696796 1.042917 2.278930  0.1944
H -2.379413 -1.696290 1.155866  0.1422
H -1.664312 -1.560645 2.754001  0.1360
H -0.404956 -2.323048 0.529759  0.0959
H 0.398002 -1.645574 3.141332  0.1377
H 1.000959 -2.932379 2.110968  0.1419
H 3.131431 2.385798 -0.036522  0.1070
H 5.538509 2.885886 0.307475  0.1164
H 6.946406 1.433711 1.692517  0.1192
H 6.019753 -0.573793 2.804389  0.1271
H 3.483468 -1.980690 3.046951  0.1845
H 0.166120 3.536215 0.094413  0.1042
H -0.928925 5.661655 0.745238  0.1156
H -2.941836 5.672746 2.145444  0.1187
H -3.936312 3.566574 2.979480  0.1240
H -3.439530 0.707299 2.870880  0.1823
C 0.173638 2.419918 -2.937957  -0.0604
O -0.468530 1.655368 -1.917952  -0.2992
C -1.796477 1.245683 -2.244691  -0.1658
C -1.772741 -0.127033 -2.856212  -0.1738
O -1.202123 -1.006491 -1.885651  -0.2776
C -1.272615 -2.368213 -2.302592  -0.0687
H -0.411874 3.313023 -3.159628  0.1069
H 0.308677 1.840850 -3.855259  0.0982
H 1.144792 2.724212 -2.552720  0.0894
H -2.267819 1.970512 -2.910411  0.1461
H -2.351271 1.224621 -1.305943  0.1271
H -1.160040 -0.141833 -3.764945  0.1371
H -2.781260 -0.455151 -3.120822  0.1450
H -2.307692 -2.658340 -2.489672  0.1066
H -0.873466 -2.992448 -1.504449  0.0709
H -0.683211 -2.534921 -3.208049  0.1067
N 2.020675 -0.348623 -1.746888  0.0235
C 2.925986 -1.431437 -1.409337  -0.2842
C 4.292742 -1.199808 -1.363106  -0.0055
C 5.146451 -2.212132 -0.955617  -0.0171
C 4.621437 -3.448271 -0.607652  -0.2666
C 3.258474 -3.694369 -0.689146  -0.0312
C 2.406451 -2.675222 -1.077958  -0.0294
S 5.705215 -4.723330 -0.035976  0.5177
O 4.985965 -5.960345 -0.113336  -0.1772
O 6.966743 -4.539906 -0.689801  -0.1623
O 5.943646 -4.452701 1.424363  -0.0853
H 1.543245 -0.543132 -2.623602  0.1115
H 2.570444 0.493838 -1.892192  0.0959
H 4.694800 -0.227482 -1.622779  0.1268
H 6.214839 -2.044264 -0.910936  0.1331
H 2.875962 -4.676034 -0.440691  0.1242
H 1.337077 -2.840496 -1.125985  0.0889

Forces on the atoms, in the same order (eV/Å):
-0.86 -0.17 0.38
-0.04 0.28 0.00
0.79 0.31 -0.74
0.23 0.21 0.07
-0.21 0.15 -0.13
-0.30 0.05 -0.27
-0.11 0.03 0.14
0.02 0.02 -0.08
-0.03 0.01 -0.03
0.02 -0.03 0.01
0.04 -0.01 -0.01
-0.05 0.00 0.09
0.08 -0.11 0.09
0.26 0.11 -0.13
-0.20 -0.47 0.03
0.00 -0.07 0.04
0.00 0.04 -0.03
0.02 -0.01 -0.02
-0.02 0.00 0.01
-0.03 0.01 0.01
0.00 -0.03 0.02
-0.11 -0.01 0.15
0.00 0.06 -0.07
-0.04 -0.03 -0.01
0.05 -0.10 0.04
0.00 -0.03 0.03
0.08 0.00 -0.02
0.00 0.00 0.01
-0.01 0.00 0.00
-0.01 -0.01 0.00
-0.01 0.00 0.00
0.02 0.01 -0.02
0.01 -0.01 0.00
0.00 -0.01 0.00
0.00 -0.01 0.00
0.01 0.00 -0.01
0.00 0.01 0.01
0.04 0.04 -0.08
0.47 0.08 0.24
-0.03 -0.03 0.11
0.06 -0.02 -0.07
-0.06 0.27 0.16
0.09 0.00 0.02
0.00 0.00 0.00
-0.01 -0.01 0.01
0.00 0.00 -0.01
0.04 0.01 -0.02
-0.04 0.02 0.01
-0.03 -0.02 -0.03
-0.03 0.02 0.04
-0.01 0.01 0.00
0.00 0.01 0.00
0.00 0.00 -0.01
-0.19 -0.70 0.16
0.09 0.12 0.02
-0.06 -0.01 0.03
0.06 -0.06 0.04
0.04 0.06 -0.03
-0.05 -0.07 0.08
0.04 0.03 -0.03
-0.21 0.14 -0.12
0.11 -0.03 -0.03
0.04 -0.11 0.03
0.01 0.06 0.10
0.06 -0.06 -0.05
-0.03 0.07 0.01
0.00 -0.01 -0.02
-0.01 0.00 -0.02
0.01 0.00 -0.03
0.01 -0.02 -0.05

calculated total energy	-60045.4636	eV
spin multiplicity	2
HOMO-LUMO gap (alpha / beta)	0.299 / 0.204	Eh
lowest unoccupied orbital energy (alpha / beta)	-5.58 / -8.15	eV
net charge	+2
relative energy (zero: lowest compared OMol25 entry of this formula, charge and spin)	19.90	kcal/mol